1.
The following is a quantum chemistry calculation of C39H68BrN5PPtSi as an isolated structure at a distorted geometry, from the OMol25 dataset.

* maximum force: 2.18 eV/Å
* HOMO-LUMO gap: 5.6 eV
* E_LUMO: -3.683 eV

```
! RIJCOSX wB97M-V def2-TZVPD def2/J DEFGRID3
* xyz 1 1
Pt 0.552 0.030 0.198
C -1.861 -1.458 -2.999
C -1.942 -2.254 -1.700
C -2.403 -3.690 -1.925
P -0.338 -1.997 -0.772
C -0.242 -3.342 0.505
C 1.124 -3.266 1.171
C -1.355 -3.108 1.519
C 1.054 -2.351 -1.891
C 1.058 -3.365 -2.831
C 2.110 -3.533 -3.727
C 2.063 -4.570 -4.801
C 3.204 -2.669 -3.626
C 3.244 -1.670 -2.686
C 2.167 -1.470 -1.792
N 2.153 -0.453 -0.914
C 3.259 0.345 -0.649
C 4.391 -0.157 0.028
C 4.389 -1.555 0.564
C 5.452 0.694 0.275
C 5.446 2.023 -0.138
C 6.594 2.931 0.172
C 4.323 2.502 -0.804
C 3.232 1.695 -1.054
C 2.015 2.204 -1.754
H -2.842 -1.401 -3.465
H -1.176 -1.927 -3.701
H -1.510 -0.449 -2.788
H -2.674 -1.758 -1.047
H -1.750 -4.228 -2.604
H -3.394 -3.668 -2.376
H -2.471 -4.248 -0.994
H -0.361 -4.315 0.021
H 1.318 -2.242 1.504
H 1.908 -3.560 0.480
H 1.165 -3.923 2.035
H -1.272 -2.094 1.912
H -1.276 -3.808 2.348
H -2.338 -3.214 1.067
H 0.220 -4.042 -2.883
H 1.202 -5.222 -4.683
H 2.968 -5.171 -4.795
H 2.000 -4.084 -5.776
H 4.032 -2.791 -4.310
H 4.093 -1.002 -2.635
H 3.655 -1.625 1.367
H 5.363 -1.820 0.963
H 4.121 -2.277 -0.205
H 6.310 0.319 0.812
H 7.532 2.382 0.223
H 6.434 3.407 1.141
H 6.680 3.720 -0.572
H 4.300 3.531 -1.133
H 2.073 3.278 -1.898
H 1.124 1.952 -1.154
H 1.909 1.726 -2.728
C -1.808 6.326 -3.234
C -1.311 5.094 -2.474
C -0.495 4.234 -3.447
C -0.348 5.562 -1.380
Si -2.795 4.110 -1.690
Br -1.804 2.183 -0.946
C -4.115 3.445 -2.957
C -4.841 2.193 -2.450
C -3.465 3.047 -4.287
C -5.152 4.536 -3.245
C -3.529 4.860 -0.047
C -3.920 6.324 -0.269
C -4.772 4.079 0.394
C -2.539 4.788 1.122
H -0.959 6.848 -3.678
H -2.320 7.027 -2.581
H -2.485 6.057 -4.042
H 0.414 4.772 -3.718
H -1.035 4.033 -4.367
H -0.202 3.286 -3.004
H 0.517 6.040 -1.837
H 0.010 4.728 -0.778
H -0.812 6.296 -0.726
H -4.144 1.373 -2.287
H -5.562 1.868 -3.199
H -5.385 2.370 -1.528
H -2.678 2.308 -4.140
H -3.057 3.908 -4.808
H -4.218 2.601 -4.938
H -5.738 4.773 -2.360
H -5.844 4.198 -4.015
H -4.682 5.451 -3.600
H -4.592 6.436 -1.117
H -3.044 6.945 -0.441
H -4.430 6.716 0.611
H -5.580 4.168 -0.326
H -5.138 4.468 1.344
H -4.538 3.024 0.536
H -1.643 5.371 0.942
H -2.242 3.761 1.326
H -3.010 5.180 2.023
C -3.275 2.037 4.968
C -2.166 1.556 5.901
C -1.160 2.670 6.174
C -1.461 0.298 5.355
N -0.881 0.486 4.055
C -1.451 0.495 2.836
N -0.490 0.671 1.949
N 0.647 0.767 2.644
N 0.424 0.658 3.887
H -3.863 2.807 5.458
H -3.948 1.221 4.712
H -2.865 2.464 4.054
H -2.616 1.254 6.852
H -0.659 2.982 5.260
H -0.404 2.342 6.882
H -1.668 3.533 6.597
H -2.172 -0.534 5.306
H -0.635 0.025 6.013
H -2.493 0.366 2.633
*
```



2.
The following is a quantum chemistry calculation of a 6-piece molecular cluster, C39H68F2N5O5PSi2 overall at a distorted geometry, from the OMol25 dataset.

* structure (SMILES): CCC(=O)OCC[Si@](CC)(CP(=O)(O)O)C(F)(F)CC[Si](C)(C)c1ccccc1.CCCC#N.CCCC#N.CCCC#N.CCCC#N.CCCC#N
* maximum force: 1.08 eV/Å
* HOMO-LUMO gap: 9.5 eV
* E_LUMO: 0.368 eV

```
! RIJCOSX wB97M-V def2-TZVPD def2/J DEFGRID3
* xyz 0 1
C -0.241 -1.878 0.459
C 0.094 -0.619 1.289
C 0.292 0.622 0.477
O 1.176 1.388 0.707
O -0.545 0.830 -0.569
C -1.934 0.820 -0.173
C -2.773 1.424 -1.283
Si -4.128 0.278 -1.925
C -3.333 -1.378 -2.313
C -2.983 -1.633 -3.809
C -4.885 1.165 -3.411
P -6.109 0.288 -4.358
O -5.596 -0.442 -5.526
O -7.140 1.442 -4.748
O -6.981 -0.649 -3.409
C -5.394 0.028 -0.498
F -4.676 -0.183 0.673
F -6.059 -1.162 -0.720
C -6.383 1.168 -0.266
C -7.847 0.778 -0.493
Si -8.692 -0.230 0.875
C -10.058 0.728 1.745
C -7.443 -0.797 2.178
C -9.348 -1.807 0.052
C -9.964 -1.698 -1.205
C -10.441 -2.825 -1.880
C -10.305 -4.084 -1.302
C -9.708 -4.203 -0.044
C -9.230 -3.076 0.631
H 0.598 -2.564 0.514
H -1.086 -2.410 0.877
H -0.413 -1.654 -0.587
H -0.720 -0.445 1.991
H 0.984 -0.776 1.881
H -2.047 1.411 0.735
H -2.248 -0.191 0.074
H -2.116 1.579 -2.141
H -3.157 2.408 -1.026
H -2.399 -1.423 -1.759
H -3.927 -2.198 -1.921
H -1.930 -1.885 -3.888
H -3.532 -2.495 -4.170
H -3.150 -0.778 -4.450
H -5.275 2.137 -3.117
H -4.070 1.354 -4.106
H -7.890 1.054 -5.216
H -6.665 -1.561 -3.452
H -6.218 1.591 0.719
H -6.143 1.963 -0.972
H -7.945 0.270 -1.446
H -8.411 1.705 -0.606
H -10.309 1.665 1.257
H -9.704 0.966 2.747
H -10.943 0.116 1.883
H -7.993 -1.008 3.095
H -6.988 -1.729 1.860
H -6.677 -0.060 2.387
H -10.072 -0.740 -1.696
H -10.903 -2.740 -2.851
H -10.643 -4.982 -1.795
H -9.588 -5.168 0.428
H -8.758 -3.174 1.596
C 4.388 1.106 1.268
C 5.607 1.514 0.449
C 5.888 0.539 -0.701
C 6.150 -0.808 -0.193
N 6.372 -1.851 0.226
H 4.544 0.134 1.741
H 4.197 1.830 2.059
H 3.497 1.049 0.649
H 6.484 1.573 1.096
H 5.451 2.510 0.031
H 6.756 0.862 -1.278
H 5.034 0.490 -1.378
C 4.279 -4.461 2.426
C 3.480 -3.581 3.380
C 2.281 -4.306 4.007
C 1.341 -4.754 2.979
N 0.609 -5.069 2.157
H 3.672 -4.782 1.579
H 5.133 -3.914 2.027
H 4.653 -5.351 2.934
H 3.128 -2.695 2.846
H 4.130 -3.230 4.183
H 1.750 -3.644 4.690
H 2.613 -5.176 4.574
C 9.463 -1.046 1.540
C 10.793 -0.911 0.807
C 11.981 -0.697 1.753
C 11.823 0.529 2.534
N 11.695 1.495 3.135
H 9.222 -0.138 2.095
H 8.653 -1.226 0.837
H 9.487 -1.880 2.244
H 10.739 -0.078 0.103
H 10.976 -1.812 0.220
H 12.913 -0.624 1.191
H 12.074 -1.536 2.444
C -7.007 6.128 -6.677
C -5.649 5.470 -6.896
C -5.516 4.125 -6.172
C -5.665 4.283 -4.726
N -5.774 4.422 -3.594
H -7.171 6.359 -5.624
H -7.073 7.063 -7.232
H -7.817 5.478 -7.013
H -4.860 6.144 -6.559
H -5.494 5.303 -7.963
H -4.540 3.679 -6.368
H -6.277 3.423 -6.515
C 13.943 1.594 5.877
C 15.205 2.291 6.369
C 16.194 2.587 5.235
C 16.630 1.356 4.576
N 16.973 0.386 4.072
H 14.172 0.622 5.438
H 13.251 1.426 6.702
H 13.429 2.192 5.124
H 15.695 1.675 7.126
H 14.938 3.234 6.851
H 17.076 3.100 5.618
H 15.730 3.231 4.486
*
```



3.
The following is a quantum chemistry calculation of a 11-piece molecular cluster, C39H70Br23N2O6P overall at a distorted geometry, from the OMol25 dataset.

* structure (SMILES): CCCCCCCC[C@]1(P(O)Br)[C@@H](/C(Br)=C(/C)Br)NC(=O)[C@@]1(CCC(=O)O)CON=O.BrCCBr.BrCCBr.BrCCBr.BrCCBr.BrCCBr.BrCCBr.BrCCBr.BrCCBr.BrCCBr.BrCCBr
* maximum force: 3.92 eV/Å
* HOMO-LUMO gap: 7.5 eV
* E_LUMO: -0.762 eV

```
! RIJCOSX wB97M-V def2-TZVPD def2/J DEFGRID3
* xyz 0 1
C 6.889 1.387 -1.313
C 5.817 0.824 -2.384
C 4.834 1.939 -2.956
C 3.917 1.421 -4.188
C 2.472 0.931 -3.621
C 1.953 -0.202 -4.612
C 0.690 -1.053 -4.031
C 0.971 -2.591 -3.768
C 0.963 -3.172 -2.224
P 2.872 -3.249 -1.958
O 3.622 -1.828 -2.524
Br 3.737 -4.934 -3.278
C 0.158 -4.535 -2.508
C -0.014 -5.822 -1.646
Br -1.385 -7.086 -2.443
C 0.562 -6.351 -0.503
C 0.146 -7.782 0.143
Br 1.984 -5.363 0.362
N -1.250 -3.919 -2.524
C -1.310 -2.514 -1.998
O -2.218 -1.686 -2.139
C 0.083 -2.373 -1.140
C 0.543 -0.929 -0.655
C 1.310 -0.773 0.720
C 2.817 -1.288 0.762
O 3.187 -2.413 1.121
O 3.813 -0.343 0.362
C -0.457 -3.081 0.187
O -1.481 -2.156 0.740
N -1.456 -2.430 2.094
O -2.321 -3.198 2.363
H 7.885 0.823 -1.341
H 6.469 1.203 -0.260
H 7.054 2.522 -1.386
H 6.384 0.231 -3.173
H 5.182 0.063 -1.796
H 5.475 2.831 -3.264
H 4.111 2.200 -2.109
H 4.427 0.456 -4.552
H 3.831 2.182 -5.024
H 1.750 1.826 -3.592
H 2.683 0.589 -2.559
H 1.678 0.334 -5.604
H 2.800 -0.923 -4.905
H -0.026 -0.999 -4.940
H 0.108 -0.481 -3.244
H 0.236 -3.162 -4.446
H 1.994 -2.816 -4.248
H 4.068 -2.027 -3.377
H 0.476 -5.004 -3.520
H -0.968 -7.825 0.363
H 0.524 -8.613 -0.532
H 0.698 -7.884 1.139
H -1.914 -4.351 -1.870
H -0.397 -0.267 -0.631
H 1.223 -0.439 -1.445
H 0.797 -1.195 1.645
H 1.377 0.362 0.926
H 3.441 0.571 0.444
H -1.027 -4.050 0.044
H 0.295 -3.245 1.017
Br -1.940 -5.984 7.462
C -0.695 -5.346 6.104
C -1.331 -5.339 4.736
Br -1.431 -7.139 3.994
H 0.192 -5.975 6.164
H -0.437 -4.331 6.411
H -0.719 -4.775 4.031
H -2.344 -4.937 4.732
Br -7.789 -0.336 -0.894
C -5.905 -0.836 -0.999
C -5.174 -0.509 0.280
Br -4.799 1.399 0.413
H -5.492 -0.334 -1.872
H -5.908 -1.914 -1.172
H -4.196 -0.993 0.296
H -5.728 -0.787 1.176
Br 3.134 3.042 0.201
C 4.056 4.641 0.828
C 5.295 4.924 0.011
Br 6.760 3.732 0.501
H 4.262 4.492 1.886
H 3.327 5.447 0.712
H 5.665 5.930 0.219
H 5.141 4.813 -1.063
Br 0.204 3.345 2.292
C 0.816 2.690 4.023
C 1.291 3.822 4.899
Br 3.056 4.444 4.355
H 1.585 1.943 3.828
H -0.054 2.201 4.465
H 1.414 3.485 5.929
H 0.628 4.687 4.881
Br -0.596 6.004 -0.827
C 0.253 7.441 0.180
C 1.227 8.209 -0.680
Br 2.885 7.216 -0.933
H 0.713 6.986 1.054
H -0.566 8.086 0.501
H 1.523 9.138 -0.189
H 0.838 8.437 -1.672
Br -0.297 9.309 -4.526
C -2.091 8.714 -5.006
C -2.604 7.682 -4.033
Br -1.791 5.942 -4.353
H -2.042 8.352 -6.032
H -2.707 9.614 -4.971
H -3.675 7.525 -4.170
H -2.409 7.938 -2.991
Br -7.111 -7.753 10.128
C -6.162 -6.156 10.719
C -4.925 -5.915 9.889
Br -3.485 -7.126 10.397
H -5.951 -6.285 11.779
H -6.874 -5.339 10.591
H -4.531 -4.913 10.071
H -5.090 -6.047 8.821
Br 2.938 10.736 4.838
C 1.920 9.155 5.352
C 2.608 7.890 4.904
Br 2.367 7.593 2.993
H 0.920 9.272 4.938
H 1.865 9.196 6.442
H 2.162 7.019 5.386
H 3.681 7.893 5.093
Br 1.033 -0.715 -8.394
C -0.774 -1.294 -8.839
C -1.282 -2.311 -7.847
Br -0.493 -4.065 -8.163
H -0.745 -1.665 -9.862
H -1.379 -0.387 -8.802
H -2.357 -2.458 -7.965
H -1.067 -2.048 -6.812
Br -9.076 -5.969 0.784
C -8.161 -4.543 1.747
C -7.141 -3.858 0.873
Br -5.533 -4.939 0.675
H -7.732 -4.989 2.643
H -8.949 -3.845 2.035
H -6.802 -2.929 1.335
H -7.506 -3.646 -0.131
*
```



The highest maximum force belongs to which entry?
C39H70Br23N2O6P



The highest maximum force belongs to which entry?
C39H70Br23N2O6P



What is the maximum force in the first record?
2.18 eV/Å